[1]
A single BF2I molecule, computed with wB97M-V/def2-TZVPD.

Geometry as XYZ:
```
4
Properties=species:S:1:pos:R:3:lowdin_charge:R:1
F -0.91897 0.86754 -0.62590 0.13
B -0.20770 -0.13860 -0.10756 -0.98
F -0.65254 -1.38593 0.05629 0.16
I 1.77921 0.65698 0.67718 0.69
```

Properties
Orbital gap   10.313 eV
Largest force on an atom   1.80 eV/Å
Electronic energy   -14215.519 eV
Total charge   0
E_LUMO   0.0073 Ha
SMILES   FB(F)I
HOMO level   -10.1 eV

[2]
14 unconnected molecules or ions with the total composition BF4H26O13, computed with wB97M-V/def2-TZVPD.

Geometry as XYZ:
```
44
Properties=species:S:1:pos:R:3:lowdin_charge:R:1
B 0.24988 -0.03622 -0.51452 -1.19
F -0.55495 -1.19068 -0.20359 0.08
F 1.49469 -0.19506 0.13829 0.12
F 0.41338 0.00571 -1.89701 0.15
F -0.37703 1.11348 0.01186 0.12
O -0.71513 1.91624 2.57876 -0.05
H -0.36928 1.67788 1.70251 0.01
H -0.08519 1.53100 3.19627 0.04
O 3.96941 1.09859 -0.86097 -0.05
H 4.38219 0.70075 -1.63284 0.04
H 3.09329 0.68702 -0.79694 0.02
O -2.70676 -3.46640 1.07503 -0.06
H -2.22163 -3.02405 0.36033 -0.01
H -2.20925 -3.26628 1.87169 0.02
O -1.97691 -3.46087 -1.63299 -0.06
H -1.87102 -2.95258 -2.44801 0.05
H -2.93047 -3.48501 -1.47914 0.05
O -3.21815 0.76344 1.69277 -0.09
H -3.06623 0.41178 0.79463 -0.02
H -2.33697 1.06222 1.97614 -0.02
O -3.03811 -0.21371 -0.88993 -0.05
H -2.13259 -0.57312 -0.77343 0.02
H -3.24859 -0.32050 -1.82231 0.06
O 0.96784 -2.85585 -2.74835 -0.05
H 0.68269 -3.72172 -2.43603 0.05
H 0.87568 -2.27739 -1.97847 0.03
O 1.25146 4.43263 -0.14297 -0.07
H 0.54583 3.80687 0.05906 0.02
H 1.72522 4.53583 0.68968 0.02
O 3.06278 0.08404 3.19132 -0.05
H 2.95824 0.24375 4.13367 0.05
H 2.27581 -0.42822 2.93703 0.01
O 0.43949 -1.27489 2.66139 -0.04
H 0.51798 -1.20501 1.69162 0.02
H 0.09207 -2.15842 2.81218 0.05
O -2.27980 2.88175 -1.28576 -0.07
H -1.81004 2.06701 -1.04951 -0.01
H -2.92269 2.98172 -0.57518 0.03
O 0.23267 -0.63585 -4.51811 -0.08
H 0.44045 -0.02404 -3.79872 0.01
H 0.58852 -1.48464 -4.21435 -0.01
O 3.03628 2.38416 1.48134 -0.08
H 3.22473 1.56740 1.97822 -0.01
H 3.55019 2.29725 0.66534 0.00
```

Properties
Orbital gap   9.905 eV
Largest force on an atom   0.74 eV/Å
Electronic energy   -38597.025 eV
Total charge   -1
E_LUMO   0.0857 Ha
Energy above the lowest of the compared OMol25 structures with the same formula, charge and spin   0.00 kJ/mol
HOMO level   -7.6 eV